13
Properties=species:S:1:pos:R:3:forces:R:3 method="wB97M-V/def2-TZVPD" smiles="[H]/N=C(/C)NOC=S" homo_energy_ev=-9.3 homo_lumo_gap_ha=0.345 e_above_lowest_kcal_mol=120.4
H 1.211997 -1.770152 0.284103 0.9 1.8 1.0
N 1.560281 -0.881786 0.823852 -2.4 -2.6 -2.2
C 0.751514 0.070691 0.596500 1.5 1.2 -0.4
C 1.095184 1.306739 1.404783 -1.0 0.5 -3.1
N -0.359149 0.316323 -0.360364 -0.1 -0.2 1.9
O -1.055432 -0.876955 -0.603588 -0.9 -2.2 -3.0
C -1.667859 -1.048228 -1.880243 1.8 4.3 -0.9
S -2.191561 -2.437427 -2.307177 -1.1 -2.4 -0.4
H 1.194322 2.237549 0.843101 -0.7 0.0 -0.5
H 0.264157 1.380441 2.025765 -0.8 0.6 2.1
H 2.067444 1.200110 1.738703 1.5 -0.7 1.7
H -1.123836 0.633382 0.235911 0.7 1.7 0.2
H -1.747061 -0.130689 -2.801345 0.7 -2.0 3.7